51
Properties=species:S:1:pos:R:3 method="wB97M-V/def2-TZVPD" e_homo_ev=-8.2395
Ir 0.03945 -0.27761 0.50054
F 7.00876 -1.50306 0.47181
C 5.69625 -1.58031 0.26586
C 4.97105 -0.44480 -0.04605
F 5.59123 0.73445 -0.14580
C 3.60993 -0.53528 -0.27170
F 2.97631 0.59513 -0.60453
C 2.91716 -1.73724 -0.18142
S 1.19153 -1.94722 -0.49438
C 3.67942 -2.86114 0.13411
F 3.09692 -4.05675 0.23890
C 5.04385 -2.79758 0.35240
F 5.73232 -3.89834 0.65280
O 0.17484 -0.99659 2.34293
C -0.81373 -1.32005 3.03733
C -2.07722 -1.73350 2.56030
C -3.04129 -2.14959 3.49880
C -4.22362 -2.65621 3.05560
C -4.51336 -2.75323 1.68065
C -3.60063 -2.35008 0.75400
C -2.33833 -1.83732 1.15676
O -1.48799 -1.55918 0.23264
N -5.20665 -3.13421 4.02912
O -4.93707 -3.02002 5.20876
O -6.23981 -3.60475 3.59682
H -0.64716 -1.28503 4.11603
H -2.84450 -2.08474 4.56022
H -5.47212 -3.15067 1.38043
H -3.80514 -2.40709 -0.30498
O 1.08586 1.43617 1.45631
C 0.76766 2.17997 0.50372
O 0.45393 1.69340 -0.62618
C 0.73750 3.69598 0.58599
N 0.00763 4.17756 -0.63960
C 0.92325 5.07284 -1.41107
C 2.30591 4.58066 -1.00958
C 2.13524 4.31981 0.48803
H 0.17664 3.96792 1.47472
H -0.90915 4.56346 -0.40776
H -0.19752 3.30597 -1.16249
H 0.75838 6.09505 -1.07296
H 0.68965 5.00340 -2.47006
H 3.07202 5.32140 -1.22723
H 2.55404 3.65909 -1.53836
H 2.16338 5.25923 1.04072
H 2.88686 3.65416 0.90707
F -1.82103 3.13434 1.86131
B -2.54566 2.40815 0.89855
F -1.89559 1.12299 0.74389
F -3.84898 2.21676 1.25280
F -2.42390 3.09034 -0.33807